1.
The following is a quantum chemistry calculation of the ion C3H7N4S with charge +1 at a distorted geometry, from OMol25.

Summary:
* LUMO (spin up / spin down): -4.45 / -6.61 eV
* gap between HOMO and LUMO (spin up / spin down): 6.668 / 7.819 eV
* 2S+1: 3
* electronic energy: -20005.9979 eV
* charge: +1
* energy above the lowest of the compared OMol25 structures with the same formula, charge and spin: 75.2 kcal/mol

Element x y z (Å)
C 0.10747 -0.14139 -0.18175
C -2.59103 1.54569 0.74955
C 2.49569 -0.30183 -0.47365
N -1.55854 -1.65773 0.08657
N -2.28407 -0.73311 -0.19248
N -0.15749 -1.35799 0.23496
N 1.22570 0.44086 -0.42650
S -1.80662 0.88349 -0.56638
H -2.77145 0.74900 1.54149
H -2.66099 2.51597 0.82885
H 2.75789 -0.65278 0.55473
H 3.25132 0.46269 -0.91071
H 2.21634 -1.16737 -1.06039
H 0.53692 -1.98121 0.60192
H 1.23885 1.39573 -0.78621

2.
The following is a quantum chemistry calculation of a structure of composition C50H37N4Os at a distorted geometry, from OMol25.

Summary:
* LUMO (spin up / spin down): -3.66 / -5.75 eV
* gap between HOMO and LUMO (spin up / spin down): 4.868 / 4.447 eV
* 2S+1: 5
* electronic energy: -60864.1871 eV
* charge: +1

Element x y z (Å)
Os 0.13516 0.73390 0.00818
C -4.38777 -0.37529 6.21777
C -4.76688 -1.16956 5.08718
C -4.11963 -1.05746 3.90838
C -3.04666 -0.13777 3.79757
C -2.70230 0.68489 4.86476
C -3.32113 0.50503 6.05281
C -2.13080 -0.03794 2.65570
C -2.64518 0.63368 1.59741
C -4.07236 0.71761 1.14691
C -4.09854 1.26053 -0.08175
C -2.83589 1.41598 -0.60001
C -2.49095 2.04506 -1.74433
C -3.62614 2.27074 -2.70732
C -4.37546 3.42159 -2.49928
C -5.47791 3.74178 -3.26995
C -5.85453 2.95165 -4.36099
C -5.05994 1.79697 -4.64927
C -3.95710 1.45554 -3.78644
C -1.25218 2.05859 -2.37504
N -0.01115 1.75799 -1.78821
C 0.94935 1.92489 -2.66018
C 2.45041 1.63423 -2.45800
C 3.22698 1.90558 -3.72557
C 2.97105 1.12725 -4.87567
C 3.67368 1.38696 -6.09410
C 4.74881 2.24164 -6.04858
C 5.12173 2.90256 -4.86497
C 4.35236 2.75124 -3.73758
C 2.81877 0.95664 -1.31366
C 4.25185 0.61208 -1.14257
C 4.29897 -0.01418 0.09622
C 3.02917 0.19228 0.84447
N 2.09696 0.85272 -0.16220
C 2.73946 -0.37538 2.04578
C 1.37845 -0.50941 2.57683
C 1.02140 -1.27209 3.75987
C -0.25165 -1.05773 3.95559
C -0.77627 -0.18216 2.86608
N 0.22420 0.08130 1.93589
C 3.83581 -0.78442 2.94908
C 4.58458 -1.85507 2.67393
C 5.51480 -2.19195 3.58747
C 5.72768 -1.38031 4.77793
C 4.87281 -0.29704 4.96693
C 3.98105 0.09607 4.03047
C 0.33856 2.35549 -3.90469
C -1.10411 2.23266 -3.67726
N -1.94116 1.02985 0.36981
H -4.72012 -0.49653 7.24151
H -5.42300 -2.03120 5.18838
H -4.17651 -1.80996 3.20386
H -1.93132 1.45516 4.79276
H -3.08007 1.10119 6.95686
H -4.88827 0.63916 1.83222
H -4.98770 1.51143 -0.71022
H -3.95982 4.09431 -1.66105
H -5.80328 4.80738 -3.23465
H -6.66321 3.11743 -5.03624
H -5.12356 1.12232 -5.52968
H -3.36156 0.51657 -3.85831
H 2.23307 0.35631 -4.69818
H 3.14346 0.98217 -6.94120
H 5.13551 2.80826 -6.92805
H 5.81513 3.78155 -4.88913
H 4.53094 3.39129 -2.86498
H 4.98802 0.66451 -1.89541
H 5.20196 -0.50365 0.37406
H 1.81457 -1.72373 4.33639
H -0.73683 -1.30478 4.87082
H 4.50836 -2.31494 1.69863
H 6.20210 -3.02458 3.48754
H 6.40546 -1.69619 5.57803
H 5.01832 0.21754 5.87151
H 3.29674 0.97751 4.09244
H 1.01707 2.50192 -4.69760
H -1.91702 2.64113 -4.31548
C 0.82051 -4.52800 0.15824
C -0.39384 -3.77263 -0.45770
C -1.59588 -4.14130 0.45960
C -0.72416 -4.39462 -1.84669
C -0.20651 -2.34890 -0.59231
C -0.15754 -1.13356 -0.61225
H 0.52081 -5.56897 0.28187
H 1.22616 -4.20571 1.13338
H 1.63881 -4.34853 -0.50335
H -1.77883 -5.20982 0.15171
H -2.48142 -3.55578 0.38735
H -1.21101 -3.93159 1.50038
H -0.57642 -5.46591 -1.71893
H 0.05958 -4.12481 -2.61797
H -1.71702 -4.08865 -2.23354

3.
The following is a quantum chemistry calculation of a structure of composition C48H35Cl4N6Rb, from OMol25.

Summary:
* LUMO (spin up / spin down): -0.99 / -0.99 eV
* gap between HOMO and LUMO (spin up / spin down): 5.135 / 5.135 eV
* electronic energy: -110028.3570 eV
* energy above the lowest of the compared OMol25 structures with the same formula, charge and spin: 0.0 kcal/mol

Element x y z (Å)
Rb -0.17286 -0.86578 -0.40560
Cl -8.76488 2.80539 -2.02090
C -7.14605 2.39216 -1.53593
C -6.32668 1.70913 -2.41772
C -5.03466 1.38885 -2.02351
C -4.55788 1.73723 -0.76504
C -5.40930 2.40895 0.10672
C -6.69970 2.74732 -0.27361
C -3.16770 1.38484 -0.34219
C -2.13287 2.14945 -0.83843
C -2.30713 3.35207 -1.64568
C -1.07101 3.77703 -1.98236
C -0.11780 2.83593 -1.35582
C 1.29663 2.92997 -1.46251
C 1.88669 4.07673 -2.20205
C 2.86205 3.86284 -3.18149
C 3.43684 4.90716 -3.89170
C 3.03370 6.20310 -3.62295
Cl 3.73260 7.52303 -4.51368
C 2.09238 6.45990 -2.63899
C 1.53630 5.40435 -1.93470
C 2.20911 2.09166 -0.74923
N 1.93674 0.90744 -0.20370
C 3.04066 0.53694 0.53858
C 3.13522 -0.57673 1.34771
C 4.48071 -1.01010 1.79825
C 4.69950 -1.37831 3.12682
C 5.94886 -1.78948 3.56026
C 6.99406 -1.84575 2.65246
Cl 8.56545 -2.36902 3.18704
C 6.80760 -1.50023 1.32541
C 5.55206 -1.08671 0.90741
C 2.03552 -1.40185 1.79807
C 2.13124 -2.82666 1.98526
C 0.89094 -3.24027 2.37346
C 0.05868 -2.05584 2.41792
N 0.79313 -0.96510 2.05082
C -1.35569 -2.08148 2.60279
C -2.27186 -1.29724 1.82231
C -3.48366 -1.83872 1.24212
C -3.97588 -0.87802 0.40560
C -3.05354 0.22016 0.48390
N -2.04240 -0.04951 1.33177
C -1.91743 -3.03404 3.60598
C -1.08171 -3.75488 4.47554
C -1.58020 -4.61428 5.43875
C -2.94792 -4.74000 5.59590
Cl -3.58586 -5.81595 6.80061
C -3.80818 -3.96399 4.84059
C -3.29288 -3.10988 3.88198
C 4.08094 1.55255 0.38807
C 3.57347 2.51333 -0.40426
N -0.79178 1.86064 -0.73540
H -6.69825 1.43134 -3.39457
H -4.38672 0.84466 -2.70282
H -5.05459 2.67154 1.09540
H -7.35610 3.27724 0.40266
H -3.24874 3.82406 -1.88354
H -0.83051 4.65428 -2.56182
H 3.20596 2.85018 -3.36537
H 4.19375 4.72096 -4.64152
H 1.81469 7.48073 -2.41438
H 0.83381 5.61178 -1.13819
H 3.87700 -1.32736 3.82872
H 6.11631 -2.06167 4.59315
H 7.63257 -1.56500 0.62941
H 5.39222 -0.83234 -0.13250
H 3.00107 -3.43843 1.80067
H 0.56626 -4.25819 2.51544
H -3.86511 -2.83908 1.36219
H -4.85310 -0.93717 -0.22256
H -0.01445 -3.61479 4.43753
H -0.90786 -5.16076 6.08548
H -4.87329 -4.00395 5.02197
H -3.98446 -2.45853 3.37615
H 5.03047 1.55938 0.89908
H 4.03385 3.45177 -0.67002
N 0.15692 1.74843 -4.19473
C -1.19463 1.13464 -4.40107
C -1.32431 -0.09504 -3.50695
N -0.21856 -1.03957 -3.61114
C 1.08767 -0.39362 -3.52858
C 1.24870 0.77275 -4.49223
H 0.26739 2.06658 -3.20062
H 0.25842 2.59441 -4.75435
H -1.26789 0.88734 -5.46150
H -1.93690 1.88694 -4.13788
H -2.26171 -0.60274 -3.73236
H -1.39058 0.27066 -2.47761
H -0.28943 -1.60322 -4.44913
H 1.87223 -1.12746 -3.70741
H 1.24092 0.00568 -2.51813
H 1.14421 0.46998 -5.53522
H 2.19907 1.28460 -4.35161

4.
The following is a quantum chemistry calculation of an isolated molecule of C6H10O at a distorted geometry, from OMol25.

Summary:
* LUMO: 0.41 eV
* gap between HOMO and LUMO: 7.913 eV
* electronic energy: -8426.7929 eV
* structure (SMILES): C/C=C/C=C(/C)O
* energy above the lowest of the compared OMol25 structures with the same formula, charge and spin: 102.6 kcal/mol

Element x y z (Å)
C 0.12488 -1.98223 -2.31719
C -0.51109 -1.49737 -1.04309
C -1.25264 -0.43116 -0.67546
C -0.95644 0.35463 0.50603
C 0.27459 0.91795 0.84802
O 1.20795 1.69814 0.15760
C 0.72213 0.88599 2.39298
H -0.04604 -1.10967 -2.98078
H -0.39417 -2.81999 -2.82670
H 1.13452 -2.26283 -2.29008
H -0.42578 -2.34627 -0.26994
H -2.24765 -0.12404 -1.17949
H -1.78176 0.35945 1.29067
H 1.31642 2.50340 0.69168
H 0.91446 1.98797 2.66368
H -0.21745 0.46419 2.89441
H 1.67524 0.27588 2.47797